1.
C3H7NO2S | ωB97M-V with the def2-TZVPD basis set

The calculation puts the relative energy (zero: lowest compared OMol25 entry of this formula, charge and spin) at 24.4 kcal/mol. The value obtained for the HOMO energy is -9.15 eV. The value obtained for the molar mass is 121.16 u. The value obtained for the energy is -721.92384 Ha. As for the HOMO-LUMO gap: 9.8 eV.

Last column: Mulliken charge in e.
Atoms and positions in Å:
O1 -2.07 -0.99 0.35  -0.545
C1 -0.89 -1.12 0.16  0.480
O2 -0.45 -2.37 -0.33  -0.458
C2 0.18 0.05 0.48  0.201
C3 0.85 0.20 -0.89  -0.903
S1 2.21 1.42 -1.05  -0.250
N1 -0.37 1.31 0.93  -0.633
H1 -1.11 -3.04 -0.22  0.323
H2 0.85 -0.40 1.23  0.408
H3 -0.03 0.43 -1.49  0.334
H4 1.21 -0.79 -1.06  0.375
H5 1.56 2.54 -0.53  0.150
H6 -1.24 1.53 0.51  0.243
H7 -0.69 1.23 1.90  0.275

2.
C3H7NO2S | ωB97M-V with the def2-TZVPD basis set

The calculation puts the relative energy (zero: lowest compared OMol25 entry of this formula, charge and spin) at 78.2 kcal/mol. The value obtained for the HOMO energy is -9.41 eV. The value obtained for the molar mass is 121.16 u. The value obtained for the energy is -721.83797 Ha. As for the HOMO-LUMO gap: 9.3 eV.

Last column: Mulliken charge in e.
Atoms and positions in Å:
C1 0.31 0.81 1.20  0.401
C2 -1.36 -0.41 -0.53  -1.075
C3 -0.19 -0.42 0.42  0.697
N1 1.30 1.55 0.95  -0.693
O1 -0.64 0.68 1.97  -0.525
O2 1.23 0.06 -1.54  -0.588
S1 0.30 -1.94 0.89  -0.125
H1 -2.23 0.05 0.19  0.306
H2 -1.30 0.27 -1.37  0.269
H3 -1.61 -1.46 -0.84  0.349
H4 1.13 0.88 -1.08  0.322
H5 1.53 2.21 1.73  0.244
H6 2.02 0.29 -2.06  0.284
H7 -0.49 -2.59 0.07  0.133

3.
C3H7NO3 | ωB97M-V with the def2-TZVPD basis set

The calculation puts the relative energy (zero: lowest compared OMol25 entry of this formula, charge and spin) at 73.3 kcal/mol. The value obtained for the HOMO energy is -9.72 eV. The value obtained for the molar mass is 105.09 u. The value obtained for the energy is -398.92088 Ha. As for the HOMO-LUMO gap: 10.0 eV.

Last column: Mulliken charge in e.
Atoms and positions in Å:
C1 0.72 -0.14 -0.68  -0.767
C2 -0.08 -0.21 -2.01  -0.164
O1 0.18 0.93 -2.87  -0.483
N1 0.15 -0.82 0.46  -0.116
C3 -0.10 -0.17 1.65  0.413
O2 -1.50 -0.27 1.82  -0.431
O3 0.70 0.73 2.06  -0.536
H1 1.77 -0.37 -0.82  0.345
H2 0.80 0.97 -0.44  0.299
H3 0.08 -1.18 -2.60  0.234
H4 -1.13 -0.20 -1.76  0.268
H5 0.71 1.49 -2.21  0.330
H6 -0.07 -1.86 0.29  0.276
H7 -1.53 -1.05 2.45  0.332

4.
C3H7NO3 | ωB97M-V with the def2-TZVPD basis set

The calculation puts the relative energy (zero: lowest compared OMol25 entry of this formula, charge and spin) at 51.9 kcal/mol. The value obtained for the HOMO energy is -9.45 eV. The value obtained for the molar mass is 105.09 u. The value obtained for the energy is -398.95492 Ha. As for the HOMO-LUMO gap: 10.2 eV.

Last column: Mulliken charge in e.
Atoms and positions in Å:
N1 0.62 1.72 -0.13  -0.659
C1 0.66 -0.77 0.50  0.088
C2 -0.05 0.60 0.45  -0.257
O1 1.85 -0.77 -0.19  -0.495
H1 2.08 -1.68 -0.41  0.329
H2 1.41 2.02 0.43  0.261
H3 1.00 1.47 -1.04  0.259
H4 0.74 -1.27 1.48  0.299
H5 -0.50 0.88 1.41  0.395
C3 -1.08 -0.14 -0.45  0.139
O2 -2.37 -0.05 0.02  -0.512
O3 -0.46 -1.40 -0.25  -0.424
H6 -2.89 -0.79 -0.32  0.321
H7 -1.01 0.17 -1.51  0.257

5.
C3H7NO3 | ωB97M-V with the def2-TZVPD basis set

The calculation puts the relative energy (zero: lowest compared OMol25 entry of this formula, charge and spin) at 108.6 kcal/mol. The value obtained for the HOMO energy is -8.89 eV. The value obtained for the molar mass is 105.09 u. The value obtained for the energy is -398.86455 Ha. As for the HOMO-LUMO gap: 9.5 eV.

Last column: Mulliken charge in e.
Atoms and positions in Å:
C1 -1.59 0.90 -0.34  -0.154
C2 0.51 -1.03 -0.88  -0.510
C3 1.04 -0.39 0.39  0.543
O1 -0.51 -0.36 -1.46  -0.610
O2 2.19 -0.86 0.92  -0.522
O3 -2.15 1.18 0.85  -0.422
N1 0.45 0.60 0.92  -0.494
H1 2.51 -1.61 0.39  0.332
H2 -1.64 1.88 1.29  0.376
H3 0.83 0.86 1.83  0.225
H4 -1.01 1.67 -0.83  0.291
H5 -2.32 0.34 -0.92  0.330
H6 1.40 -1.10 -1.55  0.332
H7 0.28 -2.08 -0.60  0.282

6.
C3H7NO3 | ωB97M-V with the def2-TZVPD basis set

The calculation puts the relative energy (zero: lowest compared OMol25 entry of this formula, charge and spin) at 156.1 kcal/mol. The value obtained for the HOMO energy (spin up / spin down) is -8.42 / -8.42 eV. The value obtained for the molar mass is 105.09 u. The value obtained for the energy is -398.78889 Ha. As for the HOMO-LUMO gap (spin up / spin down): 9.2 / 9.2 eV.

Last column: Mulliken charge in e.
Atoms and positions in Å:
C1 0.26 1.04 -0.68  0.744
C2 1.59 0.75 -1.19  -1.078
C3 -1.65 -1.03 0.32  -0.637
N1 -0.12 0.73 1.15  -0.084
O1 -0.67 1.36 -1.33  -0.419
O2 0.95 -0.14 1.53  -0.404
O3 -1.38 0.19 1.16  -0.229
H1 1.67 -0.44 -1.27  0.211
H2 1.69 1.09 -2.15  0.387
H3 2.39 0.97 -0.61  0.388
H4 -2.38 -0.74 -0.50  0.222
H5 -2.20 -1.65 1.14  0.259
H6 -0.80 -1.56 0.02  0.331
H7 0.64 -0.57 2.41  0.308

7.
C3H7NO3 | ωB97M-V with the def2-TZVPD basis set

The calculation puts the relative energy (zero: lowest compared OMol25 entry of this formula, charge and spin) at 204.1 kcal/mol. The value obtained for the HOMO energy (spin up / spin down) is -8.31 / -8.97 eV. The value obtained for the molar mass is 105.09 u. The value obtained for the energy is -398.71238 Ha. As for the HOMO-LUMO gap (spin up / spin down): 8.9 / 9.7 eV.

Last column: Mulliken charge in e.
Atoms and positions in Å:
C1 -1.03 -0.16 -0.36  -0.512
C2 -0.13 -0.41 0.89  -0.348
C3 -0.87 1.32 -0.58  -0.437
N1 0.79 0.78 0.82  -0.055
O1 0.23 1.77 0.21  -0.171
O2 3.35 0.25 -0.14  -0.348
O3 2.06 0.06 -0.46  -0.234
H1 -0.61 -0.85 -1.06  0.258
H2 -2.07 -0.44 -0.10  0.353
H3 -0.90 -0.16 1.67  0.270
H4 0.59 -1.31 1.01  0.314
H5 -0.76 1.55 -1.55  0.298
H6 -1.73 1.95 -0.29  0.285
H7 3.62 1.18 -0.45  0.327

8.
C3H7NO4 | ωB97M-V with the def2-TZVPD basis set

The calculation puts the relative energy (zero: lowest compared OMol25 entry of this formula, charge and spin) at 35.0 kcal/mol. The value obtained for the HOMO energy is -10.06 eV. The value obtained for the molar mass is 121.09 u. The value obtained for the energy is -474.23053 Ha. As for the HOMO-LUMO gap: 10.4 eV.

Last column: Mulliken charge in e.
Atoms and positions in Å:
O1 3.05 0.02 2.87  -0.632
H1 2.52 -0.60 3.43  0.323
H2 3.97 -0.08 3.20  0.317
O2 -3.35 0.23 -1.64  -0.575
O3 -0.02 -2.03 -0.30  -0.575
O4 1.29 -0.16 -0.24  -0.432
C1 -2.27 0.73 -1.98  0.173
C2 0.13 -0.80 -0.11  0.521
N1 -1.18 0.82 -1.23  -0.201
C3 -1.04 0.17 0.03  -0.402
H3 1.98 -0.87 -0.37  0.359
H4 -1.98 1.16 -2.97  0.278
H5 -0.37 0.87 -1.86  0.269
H6 -0.81 0.95 0.78  0.262
H7 -1.91 -0.41 0.39  0.316

9.
C3H7NO4 | ωB97M-V with the def2-TZVPD basis set

The calculation puts the relative energy (zero: lowest compared OMol25 entry of this formula, charge and spin) at 10.8 kcal/mol. The value obtained for the HOMO energy is -10.24 eV. The value obtained for the molar mass is 121.09 u. The value obtained for the energy is -474.26903 Ha. As for the HOMO-LUMO gap: 10.9 eV.

Last column: Mulliken charge in e.
Atoms and positions in Å:
C1 -2.04 0.46 -0.34  0.660
C2 1.87 -0.50 0.75  -1.109
C3 1.78 0.88 0.03  0.807
N1 -3.27 -0.06 -0.34  -0.393
O1 -1.85 1.38 0.73  -0.489
O2 0.94 1.70 0.25  -0.576
O3 2.76 1.01 -0.95  -0.450
O4 -1.17 0.00 -1.04  -0.561
H1 2.15 -1.26 0.06  0.376
H2 2.66 -0.44 1.52  0.393
H3 0.92 -0.74 1.34  0.222
H4 -4.02 0.18 0.31  0.200
H5 -3.44 -0.77 -1.04  0.225
H6 -0.90 1.50 0.92  0.402
H7 3.24 0.23 -1.04  0.294

10.
C3H7NO4 | ωB97M-V with the def2-TZVPD basis set

The calculation puts the relative energy (zero: lowest compared OMol25 entry of this formula, charge and spin) at 31.0 kcal/mol. The value obtained for the HOMO energy is -9.89 eV. The value obtained for the molar mass is 121.09 u. The value obtained for the energy is -474.23684 Ha. As for the HOMO-LUMO gap: 10.5 eV.

Last column: Mulliken charge in e.
Atoms and positions in Å:
C1 -2.20 -0.34 -0.36  0.601
C2 -1.38 2.48 -0.01  -0.784
C3 -0.98 0.12 0.60  0.543
N1 -0.77 1.40 0.82  -0.226
O1 -2.23 -1.57 -0.75  -0.372
O2 -3.12 0.38 -0.56  -0.562
O3 -0.30 -0.71 1.14  -0.646
O4 0.20 -3.18 -0.85  -0.664
H1 -2.42 2.16 -0.13  0.332
H2 -1.33 3.49 0.53  0.260
H3 -0.86 2.54 -0.90  0.323
H4 0.10 1.67 1.20  0.259
H5 0.63 -4.01 -0.75  0.296
H6 -1.47 -2.04 -0.49  0.298
H7 0.70 -2.49 -0.37  0.343

11.
C3H7NO4S | ωB97M-V with the def2-TZVPD basis set

The calculation puts the relative energy (zero: lowest compared OMol25 entry of this formula, charge and spin) at 106.4 kcal/mol. The value obtained for the HOMO energy is -10.19 eV. The value obtained for the molar mass is 153.16 u. The value obtained for the energy is -872.25432 Ha. As for the HOMO-LUMO gap: 10.1 eV.

Last column: Mulliken charge in e.
Atoms and positions in Å:
C1 0.49 -1.07 -2.13  -0.589
C2 -0.24 0.66 1.24  -1.082
C3 -0.44 -0.59 -1.27  -0.158
N1 -3.73 -0.58 0.16  0.296
O1 -3.23 0.60 0.66  -0.396
O2 -4.43 -1.10 0.93  -0.371
O3 -1.41 1.74 -0.95  -0.684
O4 1.07 1.54 -0.75  -0.627
S1 -0.24 0.96 -0.55  1.071
H1 -2.56 1.15 0.04  0.461
H2 1.47 -0.51 -2.13  0.228
H3 0.44 -1.94 -2.72  0.328
H4 -0.11 1.54 1.80  0.378
H5 -1.04 0.09 1.59  0.460
H6 0.70 0.06 1.41  0.340
H7 -1.42 -0.91 -1.17  0.348

12.
C3H7NO6V | ωB97M-V with the def2-TZVPD basis set

The charge is -1. The value obtained for the HOMO energy is -2.55 eV. The value obtained for the molar mass is 204.03 u. The value obtained for the energy is -1568.52737 Ha. As for the HOMO-LUMO gap: 3.3 eV.

Last column: Mulliken charge in e.
Atoms and positions in Å:
O1 2.91 3.81 2.68  -0.686
V1 2.47 2.46 3.40  1.727
O2 3.74 1.89 4.20  -0.698
O3 1.47 0.86 2.37  -0.649
C1 1.11 0.39 1.10  -0.277
C2 -0.30 0.87 0.44  -0.300
O4 -1.48 0.63 1.07  -0.862
H1 0.93 -0.67 1.30  0.204
H2 1.84 0.58 0.32  0.252
H3 -0.35 0.41 -0.57  0.002
H4 -0.38 1.95 0.25  0.299
C3 -1.24 -2.20 -2.05  -0.759
N1 -2.33 -1.46 -2.74  0.894
O5 -3.26 -1.04 -2.12  -0.491
O6 -2.18 -1.37 -3.96  -0.569
H5 -1.39 -3.25 -2.31  0.298
H6 -1.25 -2.06 -0.97  0.315
H7 -0.30 -1.82 -2.41  0.298

13.
C3H7NOP | ωB97M-V with the def2-TZVPD basis set

The charge is -1. The calculation puts the relative energy (zero: lowest compared OMol25 entry of this formula, charge and spin) at 110.4 kcal/mol. The value obtained for the HOMO energy (spin up / spin down) is -2.16 / -2.16 eV. The value obtained for the molar mass is 104.07 u. The value obtained for the energy is -589.65925 Ha. As for the HOMO-LUMO gap (spin up / spin down): 6.4 / 6.4 eV.

Last column: Mulliken charge in e.
Atoms and positions in Å:
C1 -0.57 0.42 1.31  -0.339
C2 0.58 0.18 0.36  -0.663
C3 -1.99 -0.31 -0.98  -1.092
N1 3.36 0.09 -0.27  0.031
O1 4.24 -0.13 0.58  -0.386
P1 -0.71 -1.04 0.25  -0.117
H1 -0.36 0.18 2.36  0.251
H2 -1.29 1.37 1.02  0.170
H3 0.46 0.79 -0.55  0.055
H4 -2.45 -1.21 -1.19  0.339
H5 -1.49 0.19 -1.78  0.279
H6 -2.63 0.27 -0.40  0.290
H7 2.84 -0.80 -0.71  0.182

14.
C3H7NOS | ωB97M-V with the def2-TZVPD basis set

The calculation puts the relative energy (zero: lowest compared OMol25 entry of this formula, charge and spin) at 37.8 kcal/mol. The value obtained for the HOMO energy is -8.39 eV. The value obtained for the molar mass is 105.16 u. The value obtained for the energy is -646.65171 Ha. As for the HOMO-LUMO gap: 8.8 eV.

Last column: Mulliken charge in e.
Atoms and positions in Å:
C1 1.92 -0.24 -0.29  -0.136
C2 -0.38 1.08 -0.56  -1.200
C3 0.49 0.16 0.28  0.689
N1 -0.17 -1.13 0.70  -0.698
O1 2.19 -1.51 -0.52  -0.447
S1 3.23 0.81 -0.40  -0.289
H1 -1.21 1.18 0.05  0.420
H2 -0.47 0.62 -1.59  0.305
H3 0.23 1.96 -0.71  0.335
H4 0.90 0.75 1.27  0.210
H5 1.49 -1.99 -0.03  0.421
H6 -1.16 -1.20 0.45  0.206
H7 -0.17 -1.44 1.64  0.183

15.
C3H7NOS | ωB97M-V with the def2-TZVPD basis set

The calculation puts the relative energy (zero: lowest compared OMol25 entry of this formula, charge and spin) at 49.1 kcal/mol. The value obtained for the HOMO energy is -8.92 eV. The value obtained for the molar mass is 105.16 u. The value obtained for the energy is -646.63368 Ha. As for the HOMO-LUMO gap: 9.7 eV.

Last column: Mulliken charge in e.
Atoms and positions in Å:
C1 -0.80 0.71 -1.63  -0.431
C2 -1.29 0.66 -0.13  -0.568
C3 1.81 -1.23 1.22  -0.241
H1 0.27 -1.01 -1.49  0.407
H2 -1.55 1.02 -2.32  0.352
H3 0.05 1.41 -1.56  0.254
H4 -1.80 1.56 0.10  0.370
H5 -1.97 -0.18 0.03  0.326
H6 2.50 -2.03 0.99  0.258
H7 1.98 -0.80 2.17  0.187
N1 0.83 -0.82 0.52  -0.328
O1 -0.45 -0.59 -2.07  -0.549
S1 0.00 0.60 1.14  -0.039

16.
C3H7NOS | ωB97M-V with the def2-TZVPD basis set

The calculation puts the relative energy (zero: lowest compared OMol25 entry of this formula, charge and spin) at 154.7 kcal/mol. The value obtained for the HOMO energy is -7.93 eV. The value obtained for the molar mass is 105.16 u. The value obtained for the energy is -646.46548 Ha. As for the HOMO-LUMO gap: 8.7 eV.

Last column: Mulliken charge in e.
Atoms and positions in Å:
C1 -1.85 -1.11 0.67  -0.472
C2 0.26 0.88 -1.47  -0.725
C3 -0.75 -1.43 0.09  -0.388
N1 1.88 0.71 0.45  -0.391
O1 2.48 0.49 1.73  -0.408
S1 0.31 0.32 0.37  0.329
H1 2.22 1.22 2.25  0.297
H2 -1.98 -0.31 1.36  0.294
H3 -2.84 -1.64 0.39  0.197
H4 0.12 -0.14 -1.86  0.255
H5 1.23 1.37 -1.62  0.320
H6 -0.48 1.63 -1.51  0.304
H7 -0.60 -1.99 -0.84  0.389

17.
C3H7NOS | ωB97M-V with the def2-TZVPD basis set

The calculation puts the relative energy (zero: lowest compared OMol25 entry of this formula, charge and spin) at 108.4 kcal/mol. The value obtained for the HOMO energy is -9.22 eV. The value obtained for the molar mass is 105.16 u. The value obtained for the energy is -646.53920 Ha. As for the HOMO-LUMO gap: 9.5 eV.

Last column: Mulliken charge in e.
Atoms and positions in Å:
C1 -1.54 0.39 2.25  -0.454
C2 1.31 0.77 -2.56  -0.188
C3 -1.29 -0.50 1.21  -0.656
N1 1.97 0.31 -1.54  -0.371
O1 2.09 -1.30 0.45  -0.530
S1 1.22 -0.29 -0.05  0.464
H1 -1.65 0.06 3.29  0.236
H2 -1.86 1.41 2.05  0.237
H3 0.19 0.94 -2.44  0.179
H4 1.81 1.03 -3.42  0.310
H5 -1.15 -1.57 1.28  0.339
H6 -1.42 -0.12 0.21  0.289
H7 0.30 -1.14 -0.72  0.146

18.
C3H7NOS | ωB97M-V with the def2-TZVPD basis set

The calculation puts the relative energy (zero: lowest compared OMol25 entry of this formula, charge and spin) at 22.5 kcal/mol. The value obtained for the HOMO energy is -9.19 eV. The value obtained for the molar mass is 105.16 u. The value obtained for the energy is -646.67617 Ha. As for the HOMO-LUMO gap: 9.9 eV.

Last column: Mulliken charge in e.
Atoms and positions in Å:
C1 1.73 1.28 0.49  -0.970
C2 1.37 0.24 -0.61  -0.436
C3 -1.73 0.41 0.30  0.117
H1 2.34 2.15 0.17  0.339
H2 2.20 0.75 1.33  0.276
H3 0.83 1.81 0.84  0.249
H4 2.25 -0.24 -1.09  0.333
H5 0.80 0.78 -1.39  0.308
H6 -0.75 -0.68 1.72  0.271
H7 -2.40 0.83 1.16  0.266
N1 -0.84 -0.52 0.75  -0.224
O1 -1.80 0.86 -0.83  -0.505
S1 0.42 -1.26 -0.15  -0.022